The molecule C10H16N4O4 at a distorted geometry, computed with ωB97M-V with the def2-TZVPD basis set.

Its LUMO energy is 0.434 eV. The electronic energy comes out at -24779.978 eV. As for the SMILES: C[C@@H](O)[C@H](NC(=O)[C@@H](N)Cc1c[nH]cn1)C(=O)O. For the HOMO-LUMO gap, the calculation gives 9.70 eV. The molecular weight comes out at 256.262 Da. The net charge is 0. The HOMO energy is -9.2692 eV.

Last column: Mulliken charge in e.
Element x y z (Å)
1 C 3.81 0.66 -0.36  -1.452
2 C 3.18 -0.60 0.09  0.465
3 O 3.04 -0.44 1.50  -0.613
4 C 1.86 -0.88 -0.62  -0.992
5 N 0.96 0.23 -0.51  0.139
6 C 0.25 0.57 0.59  0.375
7 O 0.30 0.01 1.68  -0.742
8 C -0.79 1.71 0.50  0.111
9 N -0.11 2.83 -0.25  -0.710
10 C -2.08 1.41 -0.28  -0.705
11 C -2.78 0.14 -0.01  0.043
12 C -4.04 -0.23 0.39  -0.657
13 N -4.10 -1.60 0.48  -0.074
14 C -2.92 -2.01 0.04  -0.530
15 N -2.06 -1.03 -0.16  -0.198
16 C 1.28 -2.22 -0.19  0.648
17 O 1.94 -2.91 0.55  -0.607
18 O 0.11 -2.49 -0.63  -0.497
19 H 3.80 0.64 -1.44  0.358
20 H 4.88 0.73 -0.17  0.394
21 H 3.31 1.49 0.11  0.287
22 H 3.73 -1.50 -0.22  0.412
23 H 2.05 -0.39 1.56  0.431
24 H 2.21 -1.01 -1.62  0.611
25 H 0.92 0.93 -1.27  0.358
26 H -1.04 1.86 1.51  0.310
27 H -0.69 3.66 -0.40  0.253
28 H 0.61 3.13 0.42  0.247
29 H -1.83 1.48 -1.35  0.316
30 H -2.71 2.27 -0.05  0.409
31 H -4.89 0.45 0.66  0.343
32 H -4.97 -2.11 0.50  0.284
33 H -2.83 -3.08 -0.10  0.413
34 H -0.41 -1.72 -0.96  0.566